No. 1
The following is a quantum chemistry calculation of C22H24N6NaO3 as an isolated structure, from the Open Molecules 2025 dataset.

Summary:
Largest force on an atom   1.0 eV Å⁻¹
Total charge   -1
DFT total energy   -42706.157 eV

Atoms and positions in Å:
Na -0.592 0.146 -1.162
C 0.583 1.204 2.358
N 1.203 0.292 1.419
C 2.110 0.940 0.498
C 2.377 0.121 -0.741
C 3.443 0.424 -1.584
C 3.601 -0.308 -2.745
C 2.707 -1.332 -3.027
C 1.690 -1.573 -2.122
N 1.532 -0.865 -1.009
C 1.797 -0.854 2.093
C 1.452 -2.192 1.477
C 2.444 -3.082 1.083
C 2.077 -4.280 0.494
C 0.730 -4.543 0.311
C -0.187 -3.608 0.771
N 0.158 -2.476 1.367
C -0.422 2.189 1.806
C -1.101 2.993 2.718
C -2.041 3.887 2.245
C -2.260 3.960 0.881
C -1.533 3.126 0.044
N -0.630 2.257 0.502
H 1.345 1.782 2.922
H 0.041 0.598 3.086
H 3.076 1.188 0.979
H 1.646 1.875 0.170
H 4.115 1.236 -1.341
H 4.407 -0.076 -3.430
H 2.786 -1.915 -3.934
H 0.955 -2.350 -2.293
H 1.430 -0.877 3.123
H 2.893 -0.755 2.146
H 3.486 -2.817 1.205
H 2.830 -4.984 0.163
H 0.390 -5.447 -0.173
H -1.250 -3.775 0.645
H -0.899 2.898 3.779
H -2.596 4.517 2.931
H -2.982 4.643 0.457
H -1.654 3.181 -1.028
N -2.532 -0.457 1.405
C -3.583 -0.323 0.393
C -2.933 -0.250 -0.985
O -2.184 -1.246 -1.299
N -3.151 0.854 -1.633
C -2.634 0.973 -2.992
C -1.345 1.836 -3.092
O -1.491 3.044 -3.338
O -0.242 1.248 -2.883
H -1.884 -1.178 1.107
H -2.918 -0.742 2.299
H -4.145 0.593 0.574
H -4.279 -1.177 0.382
H -3.402 1.486 -3.577
H -2.433 -0.008 -3.441

No. 2
The following is a quantum chemistry calculation of C22H24N7PbS as an isolated structure at a distorted geometry, from the Open Molecules 2025 dataset.

Summary:
Largest force on an atom   1.9 eV Å⁻¹
Total charge   +3
DFT total energy   -49691.798 eV

Atoms and positions in Å:
Pb 0.172 -0.123 0.170
N 2.775 -0.581 0.453
C 3.417 0.253 1.451
C 4.566 0.953 1.140
C 5.120 1.746 2.127
C 4.508 1.874 3.357
C 3.408 1.114 3.689
C 2.862 0.271 2.732
C 1.620 -0.490 3.161
C 1.551 -0.912 4.517
C 0.410 -1.461 5.102
C -0.747 -1.515 4.327
C -0.829 -0.992 3.060
C 0.387 -0.632 2.538
H 3.404 -0.564 -0.334
H 2.791 -1.542 0.819
H 5.008 0.890 0.148
H 6.015 2.314 1.943
H 4.974 2.512 4.107
H 2.950 1.172 4.706
H 2.482 -0.951 5.057
H 0.448 -1.918 6.119
H -1.616 -2.027 4.739
H -1.729 -1.090 2.402
N -3.432 2.580 -0.356
C -4.289 1.546 -0.061
C -3.511 0.474 0.229
N -2.191 0.822 0.042
C -2.184 2.122 -0.325
C -0.900 2.754 -0.651
N 0.178 1.967 -0.659
C 1.288 2.736 -1.026
C 0.824 3.999 -1.320
N -0.562 3.982 -1.068
H -3.776 3.484 -0.629
H -5.360 1.648 0.012
H -3.816 -0.507 0.565
H 2.262 2.262 -1.016
H 1.374 4.907 -1.642
H -1.203 4.793 -1.182
S 0.516 -1.162 -2.078
C -0.896 -1.873 -3.005
N -1.699 -2.776 -2.508
C -2.739 -3.475 -3.272
C -3.042 -2.723 -4.568
C -1.734 -2.339 -5.242
N -0.920 -1.588 -4.280
H -1.513 -3.072 -1.539
H -3.628 -3.502 -2.678
H -2.404 -4.499 -3.459
H -3.608 -1.791 -4.371
H -3.663 -3.356 -5.225
H -1.862 -1.657 -6.079
H -1.153 -3.178 -5.547
H -0.307 -0.877 -4.590

No. 3
The following is a quantum chemistry calculation of C22H25CoN4O2Se as an isolated structure at a distorted geometry, from the Open Molecules 2025 dataset.

Summary:
Largest force on an atom   1.5 eV Å⁻¹
Total charge   0
DFT total energy   -136245.006 eV

Atoms and positions in Å:
Co 0.083 0.233 0.060
C -0.989 0.712 2.866
N -0.163 -0.355 2.282
C -0.865 -1.652 2.335
C -1.385 -2.169 0.980
C -2.451 -1.271 0.363
N -1.918 0.059 0.097
C -2.661 0.915 -0.513
C -2.322 2.279 -0.750
C -3.283 3.098 -1.377
C -3.063 4.432 -1.596
C -1.842 4.992 -1.190
C -0.878 4.226 -0.586
C -1.069 2.840 -0.339
O -0.138 2.169 0.241
C 1.138 -0.369 2.977
C 2.126 0.631 2.381
C 2.851 0.080 1.155
N 2.064 0.184 -0.068
C 2.692 0.497 -1.145
C 2.177 0.562 -2.477
C 3.053 0.976 -3.499
C 2.660 1.029 -4.811
C 1.352 0.645 -5.139
C 0.473 0.233 -4.169
C 0.840 0.192 -2.801
O -0.021 -0.183 -1.916
H -1.153 0.530 3.936
H -1.948 0.768 2.361
H -0.495 1.673 2.735
H -1.721 -1.594 3.015
H -0.197 -2.416 2.731
H -1.820 -3.158 1.156
H -0.452 -1.946 -0.934
H -3.280 -1.203 1.074
H -2.840 -1.737 -0.550
H -3.655 0.605 -0.851
H -4.220 2.644 -1.683
H -3.819 5.039 -2.075
H -1.657 6.046 -1.361
H 0.069 4.650 -0.278
H 1.568 -1.370 2.911
H 0.989 -0.149 4.043
H 2.872 0.885 3.136
H 1.607 1.553 2.104
H 3.069 -0.981 1.325
H 3.811 0.589 1.030
H 3.761 0.714 -1.061
H 4.067 1.251 -3.227
H 3.346 1.361 -5.578
H 1.035 0.671 -6.175
H -0.538 -0.062 -4.422
Se 1.455 -4.163 1.325
C 0.753 -3.113 0.121
N -0.287 -2.334 0.002

No. 4
The following is a quantum chemistry calculation of C22H25F4FeN3O5 as an isolated structure, from the Open Molecules 2025 dataset.

Summary:
Largest force on an atom   0.6 eV Å⁻¹
Total charge   0
DFT total energy   -83185.408 eV
Spin multiplicity   5

Atoms and positions in Å:
Fe 0.934 1.016 -0.297
C 1.806 2.170 2.587
N 2.195 1.135 1.632
C 2.195 -0.162 2.321
C 3.525 1.454 1.092
C 3.865 0.589 -0.104
N 2.784 0.727 -1.062
C 2.781 -0.070 -2.164
C 1.673 0.031 -3.028
F 0.733 0.952 -2.664
C 1.483 -0.723 -4.153
F 0.370 -0.536 -4.881
C 2.424 -1.659 -4.544
C 3.537 -1.771 -3.737
F 4.496 -2.653 -4.065
C 3.728 -1.016 -2.595
F 4.872 -1.219 -1.903
H 2.536 2.246 3.405
H 1.736 3.133 2.085
H 0.833 1.933 3.012
H 2.929 -0.162 3.139
H 1.204 -0.345 2.738
H 2.414 -0.967 1.628
H 3.495 2.496 0.764
H 4.286 1.369 1.882
H 4.824 0.938 -0.502
H 4.025 -0.447 0.211
H 2.300 -2.262 -5.430
C -3.438 3.860 1.027
N -2.213 3.066 1.089
C -2.142 1.946 2.031
C -1.168 3.319 0.303
C -1.233 4.438 -0.699
O -0.126 2.638 0.356
H -4.119 3.494 1.789
H -3.927 3.764 0.057
H -3.246 4.912 1.229
H -3.147 1.732 2.385
H -1.515 2.205 2.885
H -1.743 1.067 1.532
H -1.960 5.211 -0.470
H -1.479 4.008 -1.672
H -0.240 4.875 -0.774
O -0.954 0.034 -0.218
C -0.416 -1.122 -0.130
O 0.827 -1.242 -0.182
C -1.301 -2.308 0.064
C -0.749 -3.531 0.414
C -1.552 -4.657 0.622
C -2.903 -4.489 0.451
O -3.890 -5.426 0.583
C -5.119 -4.750 0.307
O -4.816 -3.393 -0.015
C -3.453 -3.271 0.095
C -2.687 -2.157 -0.103
H 0.326 -3.599 0.514
H -1.134 -5.616 0.894
H -5.752 -4.781 1.196
H -5.608 -5.224 -0.545
H -3.107 -1.201 -0.380

No. 5
The following is a quantum chemistry calculation of an isolated molecule of C22H25FN2O2, from the Open Molecules 2025 dataset.

Summary:
SMILES   O=C(CCC(=O)c1ccccc1)N[C@H]1CCCN(Cc2ccccc2F)C1
Largest force on an atom   0.6 eV Å⁻¹
Total charge   0
DFT total energy   -33013.469 eV

Atoms and positions in Å:
O -2.612 -1.747 -1.602
C -2.151 -1.813 -0.482
C -2.812 -2.592 0.648
C -3.489 -1.653 1.660
C -4.600 -0.911 0.935
O -5.693 -1.401 0.788
C -4.241 0.409 0.357
C -4.650 0.692 -0.944
C -4.340 1.908 -1.522
C -3.649 2.866 -0.796
C -3.264 2.601 0.508
C -3.546 1.374 1.081
N -1.005 -1.202 -0.122
C -0.162 -0.478 -1.047
C -0.319 1.036 -0.885
C 0.185 1.465 0.489
C 1.605 0.955 0.716
N 1.638 -0.490 0.573
C 2.862 -1.101 1.071
C 4.116 -0.667 0.350
C 4.534 -1.287 -0.822
C 5.648 -0.841 -1.512
C 6.374 0.239 -1.040
C 5.989 0.869 0.131
C 4.872 0.409 0.801
F 4.518 1.030 1.951
C 1.292 -0.877 -0.783
H -3.567 -3.247 0.210
H -2.065 -3.203 1.160
H -3.930 -2.254 2.458
H -2.757 -0.964 2.079
H -5.190 -0.062 -1.494
H -4.643 2.113 -2.538
H -3.415 3.820 -1.244
H -2.738 3.352 1.079
H -3.260 1.187 2.106
H -0.628 -1.300 0.808
H -0.469 -0.777 -2.055
H -1.366 1.310 -1.014
H 0.264 1.532 -1.664
H -0.473 1.062 1.260
H 0.173 2.553 0.571
H 1.932 1.210 1.727
H 2.286 1.449 0.000
H 2.748 -2.185 0.983
H 2.942 -0.846 2.132
H 3.981 -2.137 -1.191
H 5.951 -1.340 -2.419
H 7.243 0.589 -1.576
H 6.539 1.706 0.530
H 1.393 -1.962 -0.874
H 1.943 -0.401 -1.536

No. 6
The following is a quantum chemistry calculation of C22H25FeN3O4Se as an isolated structure at a distorted geometry, from the Open Molecules 2025 dataset.

Summary:
Largest force on an atom   1.0 eV Å⁻¹
Total charge   +1
DFT total energy   -135608.934 eV
Spin multiplicity   2

Atoms and positions in Å:
Fe -3.022 0.318 1.230
O -1.800 -3.233 2.148
C -2.410 -2.280 1.753
O -2.349 -1.055 2.263
C -3.339 -2.307 0.558
C -3.916 -3.373 -0.100
C -4.784 -3.094 -1.153
C -5.069 -1.781 -1.518
C -4.465 -0.766 -0.806
N -3.624 -1.068 0.176
C -4.655 0.737 -0.902
O -5.211 1.283 -1.808
O -4.118 1.338 0.160
H -3.693 -4.382 0.218
H -5.256 -3.910 -1.683
H -5.746 -1.535 -2.325
C 0.484 3.638 -2.191
C 1.730 2.789 -1.962
C 1.821 1.581 -2.893
C 0.827 0.465 -2.582
N 1.064 -0.116 -1.252
C 0.349 0.041 -0.122
Se -1.282 0.999 -0.185
N 0.975 -0.574 0.889
C 0.637 -0.555 2.319
C 1.635 0.280 3.116
C 1.578 1.770 2.784
C 0.285 2.442 3.238
C 2.118 -1.193 0.391
C 3.077 -1.986 1.013
C 4.105 -2.446 0.216
C 4.173 -2.136 -1.152
C 3.215 -1.359 -1.768
C 2.182 -0.892 -0.960
H 0.512 4.547 -1.591
H -0.438 3.113 -1.935
H 0.409 3.936 -3.239
H 1.784 2.458 -0.918
H 2.614 3.408 -2.122
H 2.832 1.169 -2.872
H 1.632 1.901 -3.921
H 0.919 -0.354 -3.296
H -0.200 0.820 -2.618
H 0.592 -1.589 2.660
H -0.361 -0.148 2.417
H 2.648 -0.096 2.960
H 1.402 0.128 4.172
H 1.719 1.917 1.707
H 2.423 2.264 3.265
H -0.578 2.089 2.668
H 0.334 3.523 3.109
H 0.090 2.240 4.293
H 3.014 -2.246 2.060
H 4.877 -3.064 0.653
H 4.997 -2.522 -1.736
H 3.263 -1.137 -2.825

No. 7
The following is a quantum chemistry calculation of C22H25GeIN3Se3TeV as an isolated structure, from the Open Molecules 2025 dataset.

Summary:
Largest force on an atom   0.4 eV Å⁻¹
Total charge   -1
DFT total energy   -321329.043 eV
Spin multiplicity   2

Atoms and positions in Å:
V -0.942 1.737 2.307
Se -0.651 4.226 2.428
Se -2.131 4.149 4.207
Te -1.338 2.102 5.474
Se -2.100 0.307 3.877
I -3.520 2.235 1.277
C -2.747 2.772 -0.597
C -3.580 3.261 -1.557
C -3.040 3.608 -2.813
C -1.705 3.457 -3.043
C -0.833 2.950 -2.046
C 0.549 2.798 -2.303
C 1.362 2.302 -1.329
C 0.842 1.922 -0.074
C -0.500 2.035 0.250
C -1.352 2.580 -0.770
H -4.636 3.386 -1.360
H -3.691 3.997 -3.585
H -1.282 3.725 -4.004
H 0.938 3.081 -3.273
H 2.424 2.186 -1.514
H 1.537 1.510 0.643
N 0.933 1.307 2.989
C 2.028 1.169 3.344
C 3.332 0.940 3.732
C 4.069 -0.073 3.061
N 4.664 -0.890 2.503
C 3.906 1.677 4.803
N 4.371 2.275 5.673
C 2.788 -3.277 -0.529
C 2.213 -3.370 0.879
C 0.813 -2.766 1.002
C 0.778 -1.256 0.764
Ge -1.045 -0.490 0.952
C -1.948 -0.575 -0.827
C -1.963 -1.977 -1.449
C -0.781 -2.223 -2.384
C -0.740 -3.645 -2.926
H 3.769 -3.753 -0.586
H 2.911 -2.240 -0.842
H 2.131 -3.770 -1.252
H 2.890 -2.874 1.581
H 2.168 -4.423 1.178
H 0.414 -2.980 1.998
H 0.142 -3.278 0.305
H 1.117 -0.992 -0.240
H 1.462 -0.767 1.460
H -1.846 -1.562 1.769
H -1.464 0.124 -1.512
H -2.966 -0.208 -0.676
H -2.882 -2.125 -2.029
H -1.982 -2.751 -0.672
H 0.153 -2.003 -1.866
H -0.837 -1.507 -3.211
H -0.633 -4.367 -2.112
H 0.095 -3.790 -3.613
H -1.662 -3.887 -3.462

No. 8
The following is a quantum chemistry calculation of C22H25HoN2O4 as an isolated structure at a distorted geometry, from the Open Molecules 2025 dataset.

Summary:
Largest force on an atom   2.5 eV Å⁻¹
Total charge   0
DFT total energy   -60186.236 eV
Spin multiplicity   5

Atoms and positions in Å:
C 3.014 -2.712 1.227
C 1.744 -2.312 1.753
C 0.914 -1.913 0.658
H 1.441 -2.360 2.799
C 1.665 -2.060 -0.548
C 2.950 -2.591 -0.200
H 1.273 -1.914 -1.557
C 2.614 2.039 1.988
C 1.837 1.036 2.670
C 0.582 0.941 1.996
H 2.131 0.494 3.575
C 0.526 1.950 0.982
C 1.819 2.547 0.916
H -0.142 -1.642 0.696
H 3.697 -2.951 -0.909
H 3.843 -3.146 1.793
H 2.087 3.366 0.243
H -0.260 0.313 2.299
H 3.591 2.416 2.305
Ho 2.827 -0.253 0.739
C -0.745 2.615 0.483
C -0.792 4.042 1.057
C -1.979 1.869 0.999
H -0.756 4.028 2.152
H -1.727 4.529 0.761
H 0.041 4.649 0.685
H -1.988 1.880 2.097
H -1.989 0.828 0.657
H -2.895 2.374 0.663
C -0.792 2.805 -1.068
C -0.875 1.607 -2.018
H 0.089 3.384 -1.377
H -1.687 3.422 -1.274
O -0.115 1.494 -2.979
N -1.861 0.682 -1.766
C -2.016 -0.499 -2.596
H -2.698 1.011 -1.298
C -2.443 -1.685 -1.771
C -1.933 -2.955 -2.064
H -1.262 -3.060 -2.920
C -2.267 -4.050 -1.263
H -1.858 -5.035 -1.497
C -3.116 -3.877 -0.161
H -3.373 -4.729 0.472
C -3.643 -2.610 0.121
H -4.305 -2.461 0.976
C -3.326 -1.518 -0.699
H -3.774 -0.543 -0.486
H -1.056 -0.700 -3.079
H -2.754 -0.300 -3.390
O 5.942 0.713 -1.408
N 4.991 0.405 -0.748
O 5.068 -0.002 0.517
O 3.745 0.440 -1.203

No. 9
The following is a quantum chemistry calculation of an isolated molecule of C22H25N3O2, from the Open Molecules 2025 dataset.

Summary:
SMILES   CCCCOc1ccc(/C=C/C(=O)NCCc2nc3ccccc3[nH]2)cc1
Largest force on an atom   0.8 eV Å⁻¹
Total charge   0
DFT total energy   -31786.053 eV

Atoms and positions in Å:
C 7.152 0.376 2.557
C 5.825 0.710 3.229
C 4.843 1.342 2.248
C 3.516 1.692 2.925
O 2.599 2.304 2.042
C 1.920 1.553 1.139
C 1.954 0.164 1.041
C 1.185 -0.478 0.090
C 0.367 0.226 -0.794
C -0.452 -0.510 -1.728
C -1.309 -0.020 -2.633
C -2.215 -0.936 -3.336
O -2.091 -2.150 -3.333
N -3.261 -0.322 -3.978
C -4.480 -1.070 -4.175
C -5.428 -0.900 -2.962
C -4.619 -0.867 -1.712
N -4.277 0.233 -1.104
C -3.429 -0.145 -0.092
C -2.738 0.619 0.840
C -1.903 -0.042 1.716
C -1.755 -1.429 1.682
C -2.437 -2.209 0.769
C -3.270 -1.551 -0.119
N -4.064 -1.982 -1.151
C 0.345 1.621 -0.687
C 1.103 2.269 0.257
H 6.999 -0.322 1.737
H 7.613 1.276 2.158
H 7.838 -0.075 3.270
H 5.388 -0.202 3.643
H 6.000 1.398 4.059
H 4.659 0.657 1.417
H 5.271 2.257 1.832
H 3.074 0.804 3.395
H 3.686 2.440 3.705
H 2.566 -0.428 1.702
H 1.217 -1.556 0.032
H -0.396 -1.590 -1.653
H -1.454 1.038 -2.789
H -3.391 0.662 -3.787
H -4.975 -0.740 -5.091
H -4.182 -2.115 -4.284
H -5.958 0.050 -3.036
H -6.153 -1.714 -2.942
H -2.849 1.691 0.862
H -1.341 0.525 2.443
H -1.087 -1.902 2.386
H -2.317 -3.281 0.738
H -4.090 -2.914 -1.529
H -0.281 2.200 -1.347
H 1.082 3.344 0.347

Repeat the third record exactly.
The following is a quantum chemistry calculation of C22H25CoN4O2Se as an isolated structure at a distorted geometry, from the Open Molecules 2025 dataset.

Summary:
Largest force on an atom   1.5 eV Å⁻¹
Total charge   0
DFT total energy   -136245.006 eV

Atoms and positions in Å:
Co 0.083 0.233 0.060
C -0.989 0.712 2.866
N -0.163 -0.355 2.282
C -0.865 -1.652 2.335
C -1.385 -2.169 0.980
C -2.451 -1.271 0.363
N -1.918 0.059 0.097
C -2.661 0.915 -0.513
C -2.322 2.279 -0.750
C -3.283 3.098 -1.377
C -3.063 4.432 -1.596
C -1.842 4.992 -1.190
C -0.878 4.226 -0.586
C -1.069 2.840 -0.339
O -0.138 2.169 0.241
C 1.138 -0.369 2.977
C 2.126 0.631 2.381
C 2.851 0.080 1.155
N 2.064 0.184 -0.068
C 2.692 0.497 -1.145
C 2.177 0.562 -2.477
C 3.053 0.976 -3.499
C 2.660 1.029 -4.811
C 1.352 0.645 -5.139
C 0.473 0.233 -4.169
C 0.840 0.192 -2.801
O -0.021 -0.183 -1.916
H -1.153 0.530 3.936
H -1.948 0.768 2.361
H -0.495 1.673 2.735
H -1.721 -1.594 3.015
H -0.197 -2.416 2.731
H -1.820 -3.158 1.156
H -0.452 -1.946 -0.934
H -3.280 -1.203 1.074
H -2.840 -1.737 -0.550
H -3.655 0.605 -0.851
H -4.220 2.644 -1.683
H -3.819 5.039 -2.075
H -1.657 6.046 -1.361
H 0.069 4.650 -0.278
H 1.568 -1.370 2.911
H 0.989 -0.149 4.043
H 2.872 0.885 3.136
H 1.607 1.553 2.104
H 3.069 -0.981 1.325
H 3.811 0.589 1.030
H 3.761 0.714 -1.061
H 4.067 1.251 -3.227
H 3.346 1.361 -5.578
H 1.035 0.671 -6.175
H -0.538 -0.062 -4.422
Se 1.455 -4.163 1.325
C 0.753 -3.113 0.121
N -0.287 -2.334 0.002